# 1
ORCA calculation (ωB97M-V/def2-TZVPD) on a 5-piece molecular cluster, C18H47BFO4 overall.

## Properties
- energy (hartree) = -1139.62203
- maximum force (eV Å⁻¹) = 0.2
- charge = -1
- E_LUMO (eV) = 2.00

Each line ends with the Mulliken charge.
Cartesian coordinates (Å):
B  1.24038  4.34248  -5.07211  0.4703
C  2.82825  3.89191  -4.82554  0.0229
C  3.73495  5.02832  -5.16256  -0.4711
F  5.12888  4.75764  -4.91474  -0.3720
H  0.67509  4.57878  -3.98892  -0.3019
H  1.20396  5.37962  -5.75030  -0.2225
H  0.63186  3.45310  -5.66814  -0.3408
H  3.08844  3.02409  -5.44335  0.0860
H  3.00644  3.60560  -3.78280  -0.2487
H  3.68105  5.29480  -6.22179  0.2712
H  3.51388  5.92110  -4.56904  0.2541
C  -0.41131  -0.22815  -3.17293  -1.2728
C  -0.00832  0.82724  -4.18952  0.0073
O  1.22303  0.53742  -4.83138  -0.3150
C  1.23141  -0.58183  -5.68219  -0.2922
C  0.29841  -0.45927  -6.87870  -1.1104
H  0.35738  -0.31842  -2.40569  0.2246
H  -1.33328  0.09139  -2.68117  0.4013
H  -0.59855  -1.21096  -3.61246  0.3942
H  0.15821  1.77942  -3.68975  0.0031
H  -0.80044  0.99915  -4.92599  0.3036
H  1.01478  -1.50899  -5.13172  0.2711
H  2.26308  -0.65067  -6.03290  0.3268
H  -0.74976  -0.43630  -6.57821  0.2786
H  0.43503  -1.31544  -7.54362  0.4070
H  0.51542  0.45649  -7.42946  0.2834
C  2.83787  3.36468  -0.93472  -1.3094
C  1.36277  3.02894  -1.04655  0.1714
O  1.05736  1.66885  -0.74335  -0.2890
C  1.47133  1.20728  0.52403  -0.2711
C  0.84228  1.94216  1.69630  -1.0442
H  3.42743  2.70054  -1.56605  0.2952
H  2.99950  4.38516  -1.28364  0.4077
H  3.20372  3.29597  0.09282  0.3737
H  1.03339  3.17516  -2.07499  -0.0595
H  0.77141  3.70133  -0.41244  0.2408
H  2.56459  1.23107  0.61294  0.2796
H  1.17350  0.15753  0.55282  0.2065
H  1.14518  2.98958  1.73711  0.3886
H  1.14626  1.45812  2.62535  0.2915
H  -0.24706  1.90454  1.62735  0.2508
C  2.56878  -3.09044  3.60910  -1.0975
C  2.33647  -1.63248  3.96816  -0.3515
O  1.24952  -1.03654  3.28697  -0.3223
C  -0.02334  -1.62094  3.49983  -0.3761
C  -0.48750  -1.60637  4.94505  -0.7268
H  2.69954  -3.20258  2.53222  0.2966
H  3.47103  -3.45018  4.10646  0.4084
H  1.74183  -3.72789  3.92520  0.2577
H  3.20091  -1.03659  3.67339  0.3690
H  2.22246  -1.52383  5.05372  0.2994
H  -0.04955  -2.64389  3.10478  0.2695
H  -0.69899  -1.02442  2.88610  0.3518
H  0.14328  -2.22481  5.58629  0.2712
H  -1.50556  -1.99655  5.00272  0.0745
H  -0.48567  -0.58853  5.33844  0.2881
C  -5.66914  -3.36774  6.24853  -1.0962
C  -5.07221  -2.43006  5.21318  -0.3421
O  -3.84355  -2.87752  4.66885  -0.3314
C  -3.87854  -4.11484  3.97842  -0.3044
C  -4.81322  -4.13263  2.78177  -1.1311
H  -4.95657  -3.55543  7.05271  0.2980
H  -6.56367  -2.91438  6.67822  0.3895
H  -5.96184  -4.32543  5.81623  0.2738
H  -4.83186  -1.47155  5.67365  0.3315
H  -5.79936  -2.23192  4.41754  0.3018
H  -4.12306  -4.93449  4.66446  0.2975
H  -2.85077  -4.26848  3.64754  0.3324
H  -5.85872  -4.02522  3.07356  0.2726
H  -4.71488  -5.08409  2.25725  0.3922
H  -4.56362  -3.32957  2.08770  0.3128

# 2
ORCA calculation (ωB97M-V/def2-TZVPD) on a 6-piece molecular cluster, C18H47BNO19S5 overall at a distorted geometry.

## Properties
- energy (hartree) = -4214.02169
- maximum force (eV Å⁻¹) = 2.5
- charge = -1
- E_LUMO (eV) = 1.72

Each line ends with the Mulliken charge.
Cartesian coordinates (Å):
O  -1.04898  -4.36279  -3.66356  -0.3985
N  -0.40200  -3.39320  -3.39383  0.0029
O  -0.38765  -3.25554  -2.03498  0.0802
C  0.97381  -3.02515  -1.55964  -0.5610
C  1.23010  -3.99509  -0.37507  0.2359
C  0.27437  -3.93454  0.87655  0.4053
O  0.15405  -5.32062  1.26419  -0.7248
B  0.98343  -6.10871  0.30240  0.9970
O  0.87938  -5.23847  -0.91347  -0.8239
H  1.67140  -3.30925  -2.35207  0.3182
H  1.08218  -1.95692  -1.31682  0.2484
H  2.30481  -3.88696  -0.13951  0.1083
H  0.63835  -3.46812  1.80911  -0.3550
H  -0.77083  -3.60979  0.73836  0.0664
H  2.14987  -5.98295  0.65730  -0.3703
H  0.62232  -7.24792  0.10765  -0.2699
O  3.90864  -1.36787  3.32378  -0.6758
S  2.73876  -1.65169  4.10719  1.2512
O  1.42554  -1.64536  3.53265  -0.5941
O  2.74154  -0.69633  5.40688  -0.2678
C  2.84261  0.71772  5.20135  -0.4469
C  1.53809  1.32370  4.71864  -0.9010
C  2.96759  -3.18487  4.95193  -0.9733
H  3.66186  0.94260  4.51370  0.3257
H  3.10607  1.14806  6.16849  0.2582
H  1.28875  0.97339  3.71684  0.3703
H  1.60826  2.41180  4.68831  0.3612
H  0.71575  1.04051  5.37525  0.2236
H  3.94528  -3.18265  5.42747  0.3330
H  2.90860  -3.97759  4.20710  0.3923
H  2.17433  -3.30206  5.68594  0.3108
O  -3.40214  -2.49179  -0.54322  -0.6137
S  -3.96660  -2.04343  -1.78180  1.1940
O  -3.78824  -0.68704  -2.23122  -0.6103
O  -5.54783  -2.37245  -1.77042  -0.2993
C  -6.32277  -1.89261  -0.66948  -0.3489
C  -6.59950  -0.40319  -0.76831  -0.9654
C  -3.51145  -3.14188  -3.08634  -0.7035
H  -5.83340  -2.14244  0.27504  0.3188
H  -7.26596  -2.43923  -0.69902  0.2722
H  -5.68223  0.17567  -0.66110  0.2815
H  -7.29079  -0.08945  0.01625  0.3922
H  -7.02804  -0.15564  -1.74054  0.2482
H  -3.68733  -4.16483  -2.76508  0.3431
H  -2.45826  -3.00098  -3.29762  0.1531
H  -4.10307  -2.90015  -3.96738  0.4378
O  2.65873  -1.59109  -3.62916  -0.4415
S  3.31682  -1.23736  -4.85441  1.0218
O  4.69371  -1.57205  -5.09342  -0.6442
O  3.10228  0.33469  -5.10368  -0.1333
C  3.49297  1.24027  -4.06648  -0.1612
C  4.99665  1.44170  -4.00812  -1.1954
C  2.34898  -1.80796  -6.21660  -0.9487
H  3.10266  0.90109  -3.10318  0.2905
H  3.00936  2.18758  -4.29358  0.2373
H  5.50682  0.52821  -3.70195  0.3118
H  5.24945  2.22524  -3.29179  0.3994
H  5.38517  1.71683  -4.98972  0.2854
H  1.31203  -1.52133  -6.05678  0.2708
H  2.44097  -2.89173  -6.24959  0.4001
H  2.74012  -1.37011  -7.13179  0.3308
O  -0.41489  3.38523  6.53112  -0.5126
S  -1.09694  4.41415  7.26270  1.1275
O  -0.80743  5.80359  7.04363  -0.6154
O  -0.97532  4.09825  8.83568  -0.2942
C  0.33565  3.90868  9.38469  -0.2454
C  1.08059  5.21951  9.55756  -1.0009
C  -2.84032  4.17037  7.12233  -0.9683
H  0.90527  3.20739  8.77037  0.2526
H  0.19244  3.44137  10.35890  0.2729
H  1.31019  5.67311  8.59347  0.3019
H  2.02083  5.05743  10.08663  0.3863
H  0.47584  5.93428  10.11698  0.2628
H  -3.06743  3.12721  7.32655  0.3180
H  -3.12391  4.42684  6.10382  0.3668
H  -3.34407  4.82682  7.82762  0.3416
O  0.96452  2.43610  -5.45751  -0.6746
S  -0.38656  1.94697  -5.46375  1.2440
O  -0.79379  0.90759  -6.36712  -0.6217
O  -1.38785  3.19840  -5.62591  -0.2980
C  -1.18847  4.07929  -6.73698  -0.3427
C  -1.67800  3.47717  -8.04132  -0.9784
C  -0.85386  1.48837  -3.82378  -0.8902
H  -0.13750  4.37082  -6.80531  0.3012
H  -1.76002  4.98118  -6.51674  0.2816
H  -1.07300  2.61801  -8.33068  0.2914
H  -1.62581  4.21312  -8.84544  0.3904
H  -2.70722  3.13067  -7.94189  0.2527
H  -0.58102  2.29050  -3.14275  0.3723
H  -0.31222  0.57725  -3.57259  0.2520
H  -1.92513  1.30250  -3.80192  0.3762